This record from the OMol25 dataset describes C24H70F4N8O16PbS4 as an isolated structure. The level of theory is ωB97M-V with the def2-TZVPD basis set.

Structure (XYZ):
```
127
Properties=species:S:1:pos:R:3:forces:R:3:mulliken_charge:R:1
Pb 11.69152 -13.13886 15.75209 0.33 0.07 0.52 1.92
N 10.20107 -13.93993 17.61317 -0.07 2.81 3.58 -0.05
S 9.26629 -15.14270 17.65043 -4.89 -8.16 -1.08 0.86
O 7.93760 -15.03956 17.00450 3.05 0.67 1.56 -0.61
O 9.36430 -16.05849 18.82954 -0.11 3.10 -2.38 -0.63
F 10.06443 -16.00933 16.55361 0.33 0.33 -0.21 -0.20
S 9.78647 -13.34391 19.18300 0.85 2.27 3.17 0.91
O 10.71034 -13.74790 20.25551 -1.63 0.86 -3.09 -0.56
O 8.38544 -13.19141 19.49097 1.25 -1.28 -0.84 -0.55
F 10.08995 -11.78887 18.86848 1.03 -0.70 -0.35 -0.25
N 11.09075 -13.97731 13.57074 -1.22 -5.67 0.01 0.82
S 10.75250 -15.61138 13.01191 -4.27 -4.80 3.14 0.61
O 11.59161 -16.64387 13.61606 -0.64 2.42 -1.41 -0.55
O 10.15740 -15.89520 11.68989 2.33 1.44 2.53 -0.54
F 9.37563 -15.70275 13.93443 1.76 0.30 -1.05 -0.30
S 11.41148 -13.56509 12.15887 1.98 8.08 -7.20 -0.52
O 10.30874 -13.05096 11.34152 1.59 -1.60 1.69 0.59
O 12.56301 -14.12993 11.45334 -1.82 -0.12 1.65 -0.71
F 12.01525 -12.12272 12.70430 0.11 -0.30 -0.02 -0.16
O 10.31674 -14.45223 8.68604 0.00 -0.40 -0.26 -0.73
H 9.36344 -14.39616 8.75168 -0.38 -0.21 0.08 0.24
H 10.56071 -15.13409 9.31196 0.03 -0.24 0.20 0.22
O 8.25815 -16.35627 9.84373 -0.13 0.05 -0.38 -0.60
H 8.66265 -16.13240 10.68188 0.08 0.03 0.22 0.42
H 7.40925 -16.73056 10.07932 -0.27 -0.07 -0.06 0.31
C 13.15737 -23.59591 12.84553 0.09 -0.28 1.49 -1.41
C 12.81175 -22.20443 12.33227 -0.05 -0.69 0.32 0.53
C 13.34739 -20.98269 13.18505 -0.07 -1.10 -2.18 -0.49
O 12.68322 -20.83362 14.38715 0.33 -1.74 0.57 -0.38
C 12.84868 -19.61530 15.02399 -0.46 0.93 -0.28 -0.59
N 13.41933 -22.19387 10.99563 0.03 1.45 0.26 -0.72
H 12.77987 -24.44781 12.27995 -0.11 0.40 -0.68 0.38
H 12.77440 -23.82926 13.83900 -0.05 0.44 0.27 0.33
H 14.24004 -23.70779 12.90382 0.09 0.06 -0.10 0.35
H 11.73020 -22.08556 12.26727 -0.26 0.00 0.17 0.25
H 13.19132 -20.10118 12.56321 -0.17 0.38 -0.24 0.16
H 14.42896 -21.11737 13.19761 0.35 0.04 0.80 0.27
H 13.84966 -19.18425 15.00564 0.38 -0.50 -0.06 0.27
H 12.52517 -19.69356 16.06193 -0.08 -0.10 -0.10 0.35
H 12.21448 -18.91927 14.47496 -0.16 0.57 0.29 0.19
H 13.01866 -22.90292 10.39829 -0.10 -0.19 0.15 0.26
H 13.13314 -21.30652 10.60731 0.22 0.19 -0.65 0.24
C 3.37074 -14.05029 9.79311 0.82 0.38 1.00 -1.24
C 3.79655 -12.56654 9.79818 -0.06 -0.04 -0.32 0.08
C 4.93148 -12.23963 10.79162 -1.07 -1.76 0.05 -0.67
O 6.01622 -13.19242 10.71234 -0.25 0.75 -0.92 -0.33
C 7.18405 -12.84878 11.46057 -1.62 0.18 0.48 -0.62
N 4.10649 -12.13023 8.45614 0.59 -0.05 -0.73 -0.65
H 2.56279 -14.30803 9.10836 0.04 0.32 -0.01 0.39
H 3.11080 -14.36902 10.80253 -0.23 -0.11 0.05 0.33
H 4.27395 -14.60538 9.53978 -0.10 -0.24 -0.21 0.26
H 2.99576 -11.89691 10.11190 -0.32 -0.20 0.31 0.32
H 4.36720 -12.43835 11.70278 0.55 0.29 0.85 0.40
H 5.15780 -11.17536 10.72669 0.58 -0.11 -0.09 0.35
H 7.74606 -12.04096 10.99187 0.26 -0.33 -0.02 0.06
H 7.75367 -13.75276 11.67610 0.12 0.14 -0.47 0.10
H 6.77687 -12.49822 12.40895 0.42 0.26 0.48 0.55
H 3.37916 -12.47812 7.84782 -0.44 0.28 -0.19 0.30
H 4.88208 -12.70065 8.15086 0.63 0.05 -0.15 0.25
C 10.17691 -8.25263 11.29555 0.67 -0.61 -0.57 -0.99
C 11.68511 -8.58537 11.60737 -1.17 1.50 -0.57 2.10
C 12.25278 -9.65186 10.72884 0.28 -0.03 -0.81 0.53
O 13.68421 -9.82544 11.00269 -2.71 -0.42 0.33 -0.53
C 14.22153 -10.86248 10.20690 1.47 0.79 0.00 -0.74
N 12.51987 -7.36178 11.45686 -0.34 -0.82 1.29 -0.81
H 10.06521 -7.68551 10.37142 0.30 0.14 -0.09 0.42
H 9.62125 -7.70404 12.05607 0.48 0.00 0.29 0.38
H 9.61714 -9.16420 11.08627 0.04 -0.22 0.20 -0.13
H 11.67832 -9.00176 12.61469 0.52 0.49 0.42 -1.66
H 12.15180 -9.34759 9.68706 0.07 0.16 -0.31 0.42
H 11.60545 -10.52510 10.80967 0.72 -0.70 0.27 -0.76
H 13.61562 -11.75713 10.06347 -0.11 0.13 0.27 0.18
H 15.18593 -11.01839 10.69036 0.02 -0.80 0.05 0.28
H 14.52083 -10.44852 9.24401 -0.43 -0.11 -0.47 0.38
H 13.44416 -7.76889 11.44986 0.56 0.51 -0.03 0.36
H 12.38378 -6.96677 10.53733 -0.23 -0.04 -0.20 0.34
C 14.79463 -16.67541 15.43445 2.23 0.05 0.06 -1.84
C 14.30402 -15.25427 15.66137 -0.54 -1.00 -0.92 0.44
C 14.51630 -14.39678 14.36810 -0.56 -0.10 1.23 -0.63
O 14.19477 -13.03208 14.71111 0.71 -0.77 0.66 -0.21
C 14.87381 -12.09930 13.87814 -1.09 -0.30 -1.24 -0.97
N 12.88010 -15.45758 15.98615 -0.65 0.45 -0.50 0.07
H 15.88265 -16.66926 15.36920 0.29 -0.12 0.18 0.51
H 14.51904 -17.14614 14.49075 -0.65 0.39 -0.05 0.38
H 14.54002 -17.35065 16.25135 -0.12 0.15 0.03 0.49
H 14.72173 -14.74018 16.52701 0.56 -0.12 -0.21 0.38
H 13.90486 -14.73601 13.53194 -0.41 -0.10 0.07 -0.08
H 15.53116 -14.48259 13.97974 0.29 0.12 0.47 0.64
H 14.32922 -12.19486 12.93878 0.29 0.73 -0.39 0.31
H 15.90550 -12.36851 13.65179 0.17 0.03 0.60 0.39
H 14.76201 -11.09199 14.27930 0.23 -0.21 0.00 0.34
H 12.57369 -16.17795 15.34796 -0.62 0.26 -0.83 -0.25
H 12.75953 -16.01081 16.82251 0.31 0.48 0.92 0.31
C 10.19403 -11.62159 6.24459 0.36 1.19 0.31 -1.49
C 10.67702 -11.19114 7.68534 -1.94 -1.39 -0.86 0.12
C 9.48903 -11.21928 8.69595 0.84 2.45 -0.15 1.01
O 8.65561 -10.03549 8.49236 -1.84 -1.15 -0.14 -0.46
C 7.42173 -10.01504 9.32670 1.83 0.54 -0.84 -0.68
N 11.66970 -12.15466 8.11310 0.87 -0.48 0.49 -0.23
H 9.29953 -11.15927 5.82719 -0.04 0.51 0.39 0.34
H 10.00593 -12.68882 6.12736 0.43 -0.13 0.40 0.29
H 11.03300 -11.28619 5.63487 -0.07 -0.46 -0.56 0.43
H 11.15622 -10.21216 7.67807 -0.42 0.22 -0.16 0.23
H 9.91934 -10.96028 9.66334 0.05 -1.21 0.46 -1.05
H 8.96227 -12.17109 8.62758 -0.19 0.13 0.23 0.46
H 6.66015 -10.77915 9.17097 0.53 -0.53 -0.39 0.27
H 6.91705 -9.07724 9.09449 0.29 0.12 0.09 0.31
H 7.77615 -10.02138 10.35745 -0.37 0.04 0.24 0.22
H 12.11856 -12.59582 7.32317 0.62 0.81 -0.73 0.39
H 11.23120 -13.02096 8.39118 -0.66 0.20 0.95 0.10
C 11.85590 -8.41706 15.89513 -0.92 -0.11 0.33 -1.54
C 11.32710 -9.85725 15.99119 0.55 0.76 1.69 0.11
C 10.14120 -10.15198 15.03599 1.76 -0.65 1.48 0.17
O 9.73435 -11.49594 15.26949 2.03 -0.05 0.04 -0.24
C 8.64995 -11.95530 14.53126 -1.28 -0.69 0.00 -1.21
N 12.52616 -10.73606 15.92813 -0.73 -0.05 -1.29 -0.40
H 12.38777 -8.20322 14.96804 -0.29 0.02 -0.23 0.29
H 12.55545 -8.22537 16.70875 -0.01 -0.10 0.06 0.43
H 11.00483 -7.75491 16.05423 0.18 0.40 -0.32 0.46
H 11.00189 -10.00241 17.02136 -0.56 0.09 0.02 0.35
H 10.60304 -10.00829 14.05918 -1.04 0.09 -0.61 -0.44
H 9.31269 -9.53278 15.37990 0.10 0.55 -0.76 0.49
H 8.69243 -11.75705 13.46028 0.07 0.59 0.05 0.27
H 7.77464 -11.57819 15.06012 -0.49 0.11 -0.66 0.53
H 8.59893 -13.04220 14.59565 0.15 -0.09 0.29 0.38
H 13.13473 -10.57867 16.71868 -0.08 0.20 0.30 0.30
H 13.02496 -10.37720 15.12656 0.53 -0.38 -0.35 -0.03
```
Forces are in eV/Å.

Values from the calculation:
Relative energy (zero: lowest compared OMol25 entry of this formula, charge and spin): 0.000 eV
Strongest force on any atom: 11.0 eV Å⁻¹
Kohn-Sham gap: 0.2634 Ha
LUMO: -1.61 eV
HOMO: -0.3226 hartree